# 1
This record from the Open Molecules 2025 dataset describes a cluster of 3 separate species, C35H26O11P2 in total. The level of theory is wB97M-V/def2-TZVPD.

```
74
Properties=species:S:1:pos:R:3:mulliken_charge:R:1
O -1.650 2.739 -4.178 -0.615
P -3.069 2.790 -4.668 0.868
O -3.139 2.305 -6.240 -0.540
O -3.533 4.381 -4.624 -0.533
C -4.178 1.748 -3.532 -0.450
O -3.466 0.520 -3.337 -0.152
P -3.485 -0.054 -1.799 0.901
O -4.507 -1.104 -1.536 -0.736
O -3.587 1.104 -0.598 -0.423
O -1.980 -0.835 -1.575 -0.212
C -1.512 -1.083 -2.918 0.382
C -0.518 -0.213 -3.568 -0.163
C -0.127 -0.505 -4.948 -0.773
C -0.726 -1.649 -5.627 -0.383
C -1.695 -2.539 -4.956 -0.701
C -2.102 -2.263 -3.580 0.055
H -2.652 1.465 -6.368 0.379
H -3.416 4.685 -3.702 0.360
H -5.159 1.631 -4.081 0.256
H -4.338 2.379 -2.621 0.332
H -3.856 0.628 0.216 0.335
H -0.137 0.660 -2.977 0.322
H 0.603 0.175 -5.452 0.382
H -0.455 -1.876 -6.691 0.361
H -2.166 -3.408 -5.470 0.392
H -2.835 -2.890 -3.010 0.403
O 2.548 -5.897 -1.619 -0.671
C 2.973 -4.971 -0.954 0.551
C 4.381 -4.964 -0.485 0.143
C 5.225 -6.017 -0.827 -0.496
C 6.553 -6.000 -0.426 -0.484
C 7.044 -4.930 0.318 -0.472
C 6.203 -3.887 0.676 -0.524
C 4.868 -3.904 0.281 0.126
C 3.971 -2.792 0.685 0.610
O 4.381 -1.895 1.398 -0.674
C 2.570 -2.790 0.199 0.257
C 1.728 -1.736 0.539 -0.711
C 0.423 -1.706 0.062 -0.504
C -0.046 -2.729 -0.757 -0.735
C 0.790 -3.789 -1.086 -0.919
C 2.096 -3.826 -0.606 0.272
H 4.848 -6.849 -1.410 0.467
H 7.210 -6.819 -0.697 0.388
H 8.085 -4.912 0.620 0.400
H 6.588 -3.059 1.259 0.463
H 2.088 -0.934 1.172 0.727
H -0.229 -0.883 0.324 0.506
H -1.055 -2.703 -1.135 0.856
H 0.421 -4.585 -1.722 0.484
O -3.411 3.673 3.581 -0.677
C -2.237 3.584 3.891 0.606
C -1.285 2.840 3.030 0.171
C -1.736 2.257 1.848 -0.949
C -0.846 1.597 1.020 -0.607
C 0.495 1.511 1.361 -0.837
C 0.953 2.070 2.545 -0.917
C 0.062 2.733 3.387 0.370
C 0.552 3.316 4.660 0.552
O 1.711 3.177 4.998 -0.669
C -0.397 4.077 5.511 0.152
C 0.057 4.660 6.691 -0.536
C -0.813 5.402 7.477 -0.470
C -2.140 5.564 7.088 -0.482
C -2.600 4.973 5.920 -0.534
C -1.732 4.223 5.130 0.152
H -2.781 2.325 1.570 0.562
H -1.201 1.156 0.103 0.751
H 1.186 1.002 0.700 1.037
H 2.001 1.994 2.809 0.504
H 1.090 4.540 6.996 0.469
H -0.457 5.858 8.394 0.395
H -2.816 6.152 7.698 0.392
H -3.634 5.100 5.623 0.460
```

E_HOMO	-9.26	eV
LUMO level	-1.05	eV
structure (SMILES)	O=P(O)(O)CO[P@](=O)(O)Oc1ccccc1.O=C1c2ccccc2C(=O)c2ccccc21.O=C1c2ccccc2C(=O)c2ccccc21
max |F|	3.98	eV Å⁻¹


# 2
This record from the Open Molecules 2025 dataset describes a structure of composition C35H27BCoF4N3P2S3. The level of theory is wB97M-V/def2-TZVPD.

```
76
Properties=species:S:1:pos:R:3:mulliken_charge:R:1
Co -18.395 -4.913 0.081 0.528
S -20.720 -7.104 -1.130 -0.634
P -20.884 -6.623 0.822 1.468
C -20.143 -5.083 1.205 -1.055
P -21.033 -3.562 1.296 1.662
S -22.047 -3.347 -0.419 -0.559
C -19.693 -2.418 1.765 -0.292
C -19.057 -2.770 2.904 -0.352
C -18.440 -1.864 3.796 -1.208
C -18.425 -0.501 3.780 -0.632
C -18.877 0.405 2.794 -0.422
C -19.319 0.107 1.507 0.255
C -22.213 -3.426 2.675 0.286
C -21.881 -3.575 4.034 -0.281
C -22.895 -3.640 4.987 -0.510
C -24.247 -3.337 4.675 -0.491
C -24.586 -3.187 3.329 -0.663
C -23.548 -3.227 2.351 -0.275
C -19.970 -7.785 1.881 0.141
C -19.422 -7.250 3.058 0.733
C -18.538 -7.972 3.820 -1.097
C -18.179 -9.223 3.375 -0.459
C -18.804 -9.769 2.281 -0.589
C -19.690 -9.039 1.478 -0.333
C -22.565 -6.940 1.390 0.454
C -22.819 -7.035 2.789 -0.423
C -23.991 -7.502 3.239 -0.508
C -25.043 -7.882 2.386 -0.650
C -24.853 -7.604 1.027 -0.599
C -23.620 -7.145 0.509 -0.439
H -19.166 -3.807 3.160 0.836
H -17.913 -2.270 4.680 0.320
H -18.112 0.051 4.656 0.315
H -18.836 1.501 3.015 0.275
H -20.378 0.994 -0.179 0.323
H -20.831 -3.565 4.336 0.384
H -22.660 -3.838 6.065 0.295
H -25.033 -3.277 5.507 0.266
H -25.611 -2.907 3.067 0.379
H -23.732 -3.063 1.284 0.350
H -19.740 -6.211 3.268 -0.130
H -18.214 -7.680 4.826 0.308
H -17.387 -9.811 3.851 0.339
H -18.683 -10.788 1.949 0.379
H -20.235 -9.464 0.608 0.330
H -22.039 -6.684 3.422 0.396
H -24.152 -7.610 4.326 0.321
H -25.979 -8.236 2.792 0.383
H -25.613 -7.858 0.306 0.366
H -23.463 -6.962 -0.545 0.388
N -16.942 -1.451 -1.786 -0.041
C -17.557 -0.599 -0.823 0.609
C -17.436 0.836 -0.838 -0.820
C -18.299 1.680 -0.237 -0.404
C -19.541 1.274 0.499 -1.644
C -19.435 -1.231 0.912 1.333
C -18.321 -1.500 -0.074 -0.910
N -18.090 -2.810 -0.487 0.328
C -17.179 -2.735 -1.509 0.031
C -16.833 -3.924 -2.167 -0.128
C -15.772 -4.197 -3.069 -0.439
S -15.809 -5.858 -3.494 -0.175
C -17.099 -6.068 -2.420 -0.131
N -17.554 -5.035 -1.765 0.042
H -16.239 -1.159 -2.474 0.281
H -16.544 1.192 -1.375 0.291
H -18.252 2.793 -0.305 0.293
H -19.991 2.176 1.032 0.533
H -20.247 -1.193 0.169 0.217
H -15.027 -3.517 -3.453 0.379
H -17.514 -7.035 -2.321 0.412
F -16.648 -5.029 1.795 -0.312
B -16.163 -6.233 1.208 0.523
F -15.344 -5.968 0.039 -0.412
F -15.653 -7.074 2.151 -0.327
F -17.387 -6.821 0.566 -0.407
```

E_HOMO (alpha / beta)	-3.27 / -3.31	eV
net charge	-1
spin multiplicity	4
LUMO level (alpha / beta)	1.76 / 1.76	eV
ΔE to the lowest compared entry with this formula, charge and spin	322.32	kJ/mol
max |F|	4.33	eV Å⁻¹